No. 1
A molecular structure, C34H27ClFN4O5Zn. Source: the Open Molecules 2025 dataset; level of theory: ωB97M-V with the def2-TZVPD basis set.

* ΔE to the lowest compared entry with this formula, charge and spin: 0.0 kcal per mole
* HOMO energy: -4.05 eV
* Kohn-Sham gap: 6.24 eV

Structure (ORCA input):
```
! RIJCOSX wB97M-V def2-TZVPD def2/J DEFGRID3
* xyz -1 1
Zn -0.73016 -0.01384 -2.03572
C 4.42919 -1.49343 3.44292
C 3.37089 -0.53815 3.98841
C 2.79190 -1.08461 5.28638
C 1.70104 -0.16463 5.81594
C 0.62610 -0.03124 4.77158
C -0.68596 0.20922 5.11757
C -1.65673 0.33222 4.13209
F -2.92604 0.58782 4.51905
C -1.35645 0.19002 2.80579
C -0.03118 -0.05321 2.43737
C 0.28360 -0.21555 0.99908
O -0.61979 -0.45471 0.19458
C 1.68675 -0.06792 0.70048
C 2.59220 -0.14360 1.69864
N 2.29154 -0.32713 3.01485
C 0.97341 -0.15101 3.41348
C 2.22560 0.19470 -0.71934
O 3.43213 0.46460 -0.78371
O 1.39979 0.08630 -1.65761
H 5.14520 -1.72253 4.23284
H 4.97759 -1.06569 2.60608
H 3.96341 -2.42311 3.11219
H 3.84387 0.42973 4.19957
H 3.59710 -1.19400 6.01382
H 2.36986 -2.07568 5.09593
H 2.12752 0.81847 6.04119
H 1.27825 -0.55580 6.74250
H -0.97122 0.31218 6.15775
H -2.10921 0.26353 2.03209
H 3.63589 -0.04466 1.43106
O 0.13439 1.88470 -5.51558
C -0.11037 1.47113 -4.38011
O -0.38473 0.28392 -4.02728
C -0.13063 2.53233 -3.26218
C 0.05490 3.87343 -3.57344
C -0.04635 4.81329 -2.56569
C -0.32762 4.38488 -1.27430
C -0.48573 3.03018 -1.05012
N -0.38907 2.12870 -2.02121
H 0.25619 4.13012 -4.60342
H 0.07907 5.86796 -2.77852
H -0.41714 5.08691 -0.45614
H -0.70088 2.64457 -0.05782
N -1.31676 -4.35143 -1.85374
C -1.60253 -3.03050 -2.04291
N -0.54137 -2.29433 -2.14624
C 0.53806 -3.16127 -2.04054
C 1.90903 -2.92310 -2.11546
C 2.75523 -4.00429 -1.96090
C 2.26401 -5.30030 -1.75477
C 0.90781 -5.56117 -1.70052
C 0.05837 -4.47091 -1.84580
H -1.98145 -5.09415 -1.75421
H -2.61458 -2.65616 -2.07825
H 2.26427 -1.91992 -2.30240
H 3.82627 -3.85319 -2.00457
H 2.96343 -6.12114 -1.65063
H 0.52799 -6.56633 -1.56389
Cl -4.17869 1.13163 0.51345
C -4.07905 1.92932 -1.04177
C -4.60407 3.20898 -1.11495
C -4.60688 3.88454 -2.32381
C -4.09352 3.24191 -3.44599
C -3.57254 1.96838 -3.35355
C -3.50578 1.25744 -2.13630
C -2.89091 -0.05967 -2.06422
H -5.01345 3.66953 -0.22491
H -5.01173 4.88681 -2.38751
H -4.09397 3.74798 -4.40473
H -3.16767 1.48619 -4.23646
H -3.06790 -0.61174 -2.99168
H -3.25975 -0.63347 -1.21382
*
```


No. 2
A molecular structure, C12H31N4O7Zr. Source: the Open Molecules 2025 dataset; level of theory: ωB97M-V with the def2-TZVPD basis set.

* HOMO energy: -11.99 eV
* Kohn-Sham gap: 9.72 eV

Structure (ORCA input):
```
! RIJCOSX wB97M-V def2-TZVPD def2/J DEFGRID3
* xyz 1 1
Zr -1.67439 -1.41513 -0.28857
O -1.59942 0.55060 0.07944
H -1.62049 1.38722 0.54244
O -2.33231 -1.22038 -2.30151
H -3.12701 -0.67771 -2.22989
O -2.26941 -1.95891 1.56110
H -2.05454 -1.75033 2.47155
C 1.13796 -0.13018 -1.85355
O 0.18884 -0.86253 -1.59923
N 2.27359 -0.54837 -2.38355
C 2.98320 0.34128 -3.27081
C 2.43048 -1.99170 -2.58957
H 1.12285 0.94761 -1.66568
H 2.78684 0.08827 -4.31819
H 4.05643 0.35133 -3.08847
H 2.59501 1.35568 -3.15711
H 1.84757 -2.32028 -3.45298
H 3.48719 -2.17545 -2.76980
H 2.09754 -2.51722 -1.70197
C 0.94761 -1.58422 1.90895
O 0.28517 -1.54927 0.87461
N 1.37744 -2.68150 2.50132
C 2.36183 -2.59153 3.57611
C 1.06414 -4.01038 2.00635
H 1.25605 -0.66107 2.40088
H 2.92164 -3.51884 3.59556
H 1.87057 -2.41309 4.53206
H 3.03041 -1.75520 3.38303
H 1.98885 -4.53314 1.76196
H 0.56234 -4.58950 2.79085
H 0.36204 -4.01928 1.18250
C -4.62304 -0.24365 0.51976
O -3.94353 -0.90472 -0.25701
N -5.07510 0.98136 0.29091
C -6.03177 1.58648 1.20193
C -4.93419 1.62231 -1.01268
H -4.86263 -0.63918 1.51255
H -6.96467 1.77423 0.67173
H -5.61966 2.52211 1.57517
H -6.23597 0.90281 2.01971
H -4.37138 0.99457 -1.68956
H -5.92853 1.81919 -1.41478
H -4.40980 2.57263 -0.90692
C 3.25676 1.47909 0.51085
O 2.59821 0.66217 1.11497
N 2.74976 2.54823 -0.14237
C 3.63020 3.54700 -0.68702
C 1.37875 2.98053 0.08429
H 4.35116 1.39577 0.44384
H 4.67302 3.24055 -0.65894
H 3.54065 4.51530 -0.18977
H 3.36956 3.71397 -1.73950
H 0.74469 2.11911 0.26560
H 1.32466 3.78725 0.82067
H 1.02487 3.47610 -0.83124
*
```


No. 3
2 unconnected molecules or ions with the total composition C5H14. Source: the Open Molecules 2025 dataset; level of theory: ωB97M-V with the def2-TZVPD basis set.

* SMILES: CCC.CC
* ΔE to the lowest compared entry with this formula, charge and spin: 16.2 kcal per mole
* HOMO energy: -11.13 eV
* Kohn-Sham gap: 12.19 eV

Structure (ORCA input):
```
! RIJCOSX wB97M-V def2-TZVPD def2/J DEFGRID3
* xyz 0 1
C -0.38059 -1.76726 -1.90030
C -0.81257 -1.19602 -0.50886
C -2.32011 -0.79537 -0.49170
H 0.02943 -2.77679 -1.84652
H -1.32157 -1.96649 -2.40730
H 0.28423 -1.08090 -2.39880
H -0.50449 -1.87143 0.29270
H -0.24126 -0.29827 -0.24137
H -2.82105 -1.56085 0.11428
H -2.51162 0.12318 0.06010
H -2.73842 -0.79852 -1.48832
C 1.66483 1.30672 2.00990
C 1.75201 2.30356 0.83191
H 1.34617 0.34649 1.60663
H 2.64933 1.08951 2.42595
H 0.96258 1.75079 2.70709
H 2.53162 3.05685 0.97418
H 0.86701 2.94437 0.88001
H 1.80805 1.83512 -0.14665
*
```


No. 4
A molecular structure, C50H45BrIrN6O2P2STe. Source: the Open Molecules 2025 dataset; level of theory: ωB97M-V with the def2-TZVPD basis set.

* ΔE to the lowest compared entry with this formula, charge and spin: 67.0 kcal per mole
* HOMO energy (spin up / spin down): -7.74 / -9.85 eV
* Kohn-Sham gap (spin up / spin down): 4.91 / 5.32 eV

Structure (ORCA input):
```
! RIJCOSX wB97M-V def2-TZVPD def2/J DEFGRID3
* xyz 1 5
Ir 0.89678 -1.72611 0.73684
Te 1.18070 1.01102 4.76517
C -0.57246 1.51592 5.88128
C -0.81006 0.94034 7.16129
C -1.80085 1.45595 7.94802
N -2.57695 2.47993 7.56206
C -2.30802 3.05326 6.41079
C -1.29108 2.65092 5.56478
C 0.62606 -0.09796 3.12245
P 0.47742 0.46623 1.38780
C -1.20844 1.11634 1.27669
C -2.25887 0.27670 1.00073
C -3.52375 0.80099 0.71074
C -3.84545 2.06928 1.06305
C -2.79954 2.93390 1.33045
C -1.50857 2.50611 1.39488
C 1.60876 1.70168 0.76698
C 1.44759 2.10894 -0.57704
C 2.42290 2.91023 -1.13984
C 3.62302 3.16276 -0.42808
C 3.83696 2.61479 0.86209
C 2.79836 1.91005 1.43637
P 0.52652 -1.81852 2.93982
C 1.70498 -2.49679 4.16694
C 1.39329 -3.54510 5.02879
C 2.38843 -4.01721 5.89993
C 3.58871 -3.36119 6.00725
C 3.90153 -2.34248 5.11078
C 2.99739 -1.98713 4.11020
C -1.11617 -2.26007 3.43939
C -1.59277 -1.89376 4.69425
C -2.93652 -2.13352 5.01138
C -3.82777 -2.60368 4.03929
C -3.39009 -2.88137 2.74947
C -1.98966 -2.80638 2.45999
H -0.10653 0.18708 7.62112
H -2.06282 0.84638 8.82136
H -2.78206 4.01797 6.15437
H -1.04308 3.26342 4.69340
H -2.10305 -0.80386 0.92282
H -4.19450 0.17715 0.12956
H -4.88084 2.39622 1.10015
H -2.98916 3.96917 1.49791
H -0.68833 3.18773 1.48641
H 0.50785 1.89371 -1.12624
H 2.33821 3.29839 -2.13910
H 4.42797 3.75391 -0.90749
H 4.74195 2.89531 1.44006
H 2.93427 1.42657 2.42707
H 0.43651 -3.99173 4.93547
H 2.21221 -4.79293 6.65153
H 4.30486 -3.64190 6.83179
H 4.84513 -1.81612 5.27156
H 3.18913 -1.11660 3.50497
H -0.88160 -1.41556 5.38123
H -3.39971 -1.95200 6.01155
H -4.92519 -2.65316 4.18678
H -4.12093 -3.09208 1.96361
H -1.46161 -3.25811 1.59328
Br 5.50269 2.64629 -8.18056
C 4.29533 1.40537 -7.52202
C 4.37874 0.06300 -7.82281
C 3.78618 -0.86263 -6.94134
C 2.91474 -0.42844 -5.87885
C 2.60423 0.97271 -5.84386
C 3.27764 1.85386 -6.62857
N 2.18792 -1.32762 -5.10065
N 2.50628 -2.57456 -5.08791
C 1.97467 -3.19731 -3.96690
C 2.58045 -4.33245 -3.40838
C 2.45762 -4.64202 -2.05102
C 1.56668 -3.81287 -1.28160
O 1.61295 -3.73767 0.02625
C 0.69182 -2.84526 -1.93901
N -0.05233 -2.02298 -1.13238
C -0.74390 -1.05955 -1.71279
C -0.89287 -1.05811 -3.09615
C -0.16963 -1.85658 -3.94100
C 0.86031 -2.61659 -3.33390
H 5.08410 -0.30320 -8.63957
H 4.06113 -1.88472 -7.09950
H 1.88323 1.25723 -5.06734
H 3.07749 2.92223 -6.61695
H 3.12355 -5.03229 -4.10541
H 3.02707 -5.46310 -1.61545
H -1.28095 -0.38516 -1.00931
H -1.67633 -0.37395 -3.47698
H -0.35282 -1.89067 -5.04014
N 5.13336 -0.79715 0.80328
C 4.16867 -1.64698 0.35664
N 4.21342 -2.91362 0.65836
S 2.91153 -0.97775 -0.54817
H 5.96745 -1.23245 1.23559
H 5.01085 0.21702 0.75478
H 4.91820 -3.32861 1.22451
H 3.40943 -3.50877 0.41746
C -7.15875 4.68037 -4.97663
C -7.23204 3.69216 -6.15304
C -6.00846 2.80425 -5.98810
O -5.40349 2.97479 -4.67729
C -5.72901 4.37050 -4.34445
H -7.88943 4.35101 -4.17815
H -7.32183 5.74629 -5.25779
H -7.33203 4.24080 -7.14280
H -8.18104 3.07655 -6.21144
H -5.20059 3.04429 -6.73138
H -6.24930 1.79132 -6.02062
H -4.96552 5.01767 -4.82365
H -5.70844 4.49233 -3.23110
*
```


No. 5
A molecular structure, C14H20CuN6Se. Source: the Open Molecules 2025 dataset; level of theory: ωB97M-V with the def2-TZVPD basis set.

* HOMO energy: -11.40 eV
* Kohn-Sham gap: 8.60 eV

Structure (ORCA input):
```
! RIJCOSX wB97M-V def2-TZVPD def2/J DEFGRID3
* xyz 1 1
Cu 1.83105 0.86486 -0.60887
C 0.74663 0.87033 2.20479
N 0.76059 0.35048 3.56921
C 2.12595 0.60505 4.11254
N 3.23315 -0.03983 3.33273
C 3.17795 0.48246 1.96418
N 1.82068 0.19815 1.29440
C 1.63857 -1.30900 1.28357
N 1.66882 -1.84773 2.63546
C 0.63831 -1.16596 3.50548
C 2.98886 -1.52081 3.29785
H 0.99460 1.93514 2.27978
H -0.23935 0.72705 1.78069
H 2.20537 0.22233 5.11802
H 2.39638 1.67818 4.14503
H 3.96194 0.08309 1.34109
H 3.28141 1.56384 1.93669
H 2.42673 -1.73977 0.65813
H 0.66055 -1.52231 0.85406
H 0.79919 -1.46361 4.56119
H -0.40471 -1.42245 3.22853
H 3.84628 -1.96177 2.79276
H 2.93554 -1.84013 4.33741
C -0.74483 0.10657 -5.23252
N -1.07617 0.41542 -3.82782
C -0.22761 0.59140 -2.75309
Se 1.62700 0.59682 -2.79927
N -1.00481 0.88734 -1.65150
C -2.35648 0.77550 -2.01733
C -3.48924 0.70599 -1.21808
C -4.68129 0.22015 -1.83955
C -4.71514 -0.09557 -3.19468
C -3.56146 0.00984 -3.99907
C -2.40708 0.40420 -3.36916
H 0.35094 0.06103 -5.39595
H -1.22403 0.83260 -5.90504
H -1.17750 -0.85005 -5.47973
H -0.59768 1.20361 -0.79674
H -3.40928 1.04708 -0.19149
H -5.58610 0.01369 -1.24887
H -5.68545 -0.32866 -3.67620
H -3.52828 -0.34453 -5.02862
*
```


no.,strongest force on any atom (eV/Å)
1,0.70
2,4.51
3,1.99
4,4.82
5,2.52